[1]
{
  "formula": "C37H43N2PRuTe",
  "method": "ωB97M-V/def2-TZVPD",
  "homo_ev": [-9.74, -9.76],
  "total_charge": 1,
  "energy_ev": -61204.5116,
  "lumo_energy_ev": [-3.831, -3.560],
  "orbital_gap_ev": [5.907, 6.205],
  "multiplicity": 2,
  "elements": ["Ru", "C", "N", "C", "C", "C", "N", "C", "C", "H", "H", "H", "H", "H", "H", "H", "H", "H", "H", "H", "H", "H", "H", "H", "H", "C", "C", "C", "C", "C", "C", "P", "C", "C", "C", "C", "C", "C", "C", "C", "C", "C", "C", "C", "C", "C", "C", "C", "H", "H", "H", "H", "H", "H", "H", "H", "H", "H", "H", "H", "H", "H", "H", "H", "C", "C", "C", "C", "C", "C", "Te", "C", "C", "C", "H", "H", "H", "H", "H", "H", "H", "H", "H", "H", "H"],
  "coordinates": [[0.184, -0.751, 0.389], [1.685, -1.372, 4.751], [0.519, -1.459, 3.875], [-0.633, -0.873, 4.553], [0.266, -2.842, 3.525], [-0.738, -3.074, 2.415], [-0.314, -2.763, 1.023], [-1.445, -3.161, 0.148], [0.854, -3.626, 0.688], [1.503, -1.848, 5.727], [1.939, -0.326, 4.924], [2.542, -1.866, 4.291], [-0.913, -1.459, 5.445], [-1.494, -0.812, 3.887], [-0.396, 0.142, 4.865], [-0.119, -3.400, 4.396], [1.218, -3.308, 3.261], [-1.666, -2.537, 2.604], [-0.972, -4.142, 2.423], [-1.660, -4.226, 0.281], [-1.196, -2.981, -0.890], [-2.333, -2.592, 0.421], [0.631, -4.662, 0.966], [1.741, -3.288, 1.210], [1.046, -3.572, -0.377], [-0.195, -2.403, -6.371], [0.181, -3.365, -5.442], [0.428, -2.993, -4.127], [0.303, -1.657, -3.737], [-0.083, -0.700, -4.672], [-0.327, -1.074, -5.986], [0.723, -1.211, -2.032], [-0.217, 0.325, -1.826], [-1.576, 0.164, -1.529], [-2.433, 1.258, -1.500], [-1.929, 2.517, -1.764], [-0.567, 2.699, -2.014], [0.290, 1.618, -2.029], [2.450, -0.739, -2.026], [3.244, -0.605, -3.131], [4.626, -0.333, -2.985], [5.174, -0.242, -1.741], [4.377, -0.384, -0.571], [4.944, -0.312, 0.725], [4.153, -0.464, 1.824], [2.757, -0.662, 1.680], [2.173, -0.730, 0.446], [2.989, -0.613, -0.717], [-0.389, -2.689, -7.397], [0.278, -4.402, -5.740], [0.729, -3.744, -3.405], [-0.196, 0.337, -4.381], [-0.619, -0.326, -6.712], [-1.984, -0.837, -1.436], [-3.485, 1.123, -1.281], [-2.592, 3.372, -1.753], [-0.180, 3.696, -2.192], [1.346, 1.752, -2.235], [2.828, -0.719, -4.125], [5.246, -0.223, -3.865], [6.239, -0.074, -1.625], [6.009, -0.141, 0.827], [4.582, -0.405, 2.816], [2.142, -0.733, 2.570], [-4.478, 5.621, 0.640], [-3.445, 4.550, 0.894], [-3.818, 3.240, 1.174], [-2.878, 2.245, 1.438], [-3.379, 0.860, 1.763], [-1.519, 2.577, 1.401], [-0.044, 1.204, 2.027], [-1.111, 3.885, 1.106], [0.337, 4.316, 1.061], [-2.090, 4.849, 0.861], [-5.489, 5.215, 0.681], [-4.338, 6.085, -0.339], [-4.404, 6.416, 1.385], [-4.873, 2.985, 1.199], [-4.439, 0.768, 1.526], [-3.251, 0.638, 2.827], [-2.837, 0.091, 1.211], [0.982, 3.541, 0.648], [0.712, 4.548, 2.061], [0.448, 5.217, 0.456], [-1.775, 5.866, 0.638]],
  "mulliken_charge": [0.097, -1.333, 0.850, -1.454, -1.097, -1.135, 0.773, -1.019, -1.164, 0.384, 0.317, 0.445, 0.388, 0.214, 0.437, 0.465, 0.394, 0.483, 0.328, 0.496, 0.192, 0.286, 0.449, 0.369, 0.060, -0.547, -0.857, -0.205, 0.120, -0.120, -0.803, 1.403, -0.077, 0.754, -1.035, -0.510, -1.127, -0.406, 0.167, -0.215, -1.076, -0.760, 0.881, -0.965, -1.085, 0.605, 1.100, -0.987, 0.403, 0.426, 0.386, 0.381, 0.436, 0.506, 0.465, 0.534, 0.453, 0.483, 0.518, 0.422, 0.432, 0.406, 0.500, 0.133, -1.590, 0.586, -0.901, 0.261, -1.606, 0.876, 0.181, 0.760, -2.074, -0.792, 0.367, 0.339, 0.368, 0.317, 0.454, 0.325, 0.133, 0.383, 0.388, 0.437, 0.418]
}


[2]
{
  "formula": "C37H43N4O4PdSbTe",
  "method": "ωB97M-V/def2-TZVPD",
  "homo_ev": [-9.62, -10.79],
  "total_charge": 1,
  "energy_ev": -70517.5943,
  "lumo_energy_ev": [-2.250, -4.326],
  "orbital_gap_ev": [7.373, 6.459],
  "multiplicity": 6,
  "elements": ["Pd", "C", "N", "C", "C", "C", "O", "H", "H", "H", "H", "H", "H", "H", "H", "H", "Te", "O", "C", "N", "C", "O", "C", "C", "C", "C", "N", "C", "H", "H", "H", "H", "H", "H", "H", "H", "O", "N", "C", "C", "C", "C", "C", "H", "H", "H", "H", "H", "C", "C", "C", "C", "C", "C", "C", "Sb", "C", "C", "C", "C", "C", "C", "C", "C", "C", "C", "C", "C", "C", "C", "H", "H", "H", "H", "H", "H", "H", "H", "H", "H", "H", "H", "H", "H", "H", "H", "H", "H", "H", "H", "H"],
  "coordinates": [[-0.209, -0.627, -0.815], [0.725, 3.806, -2.919], [0.805, 2.668, -3.822], [0.847, 2.972, -5.245], [0.966, 1.427, -3.322], [1.175, 0.282, -4.284], [0.920, 1.218, -2.106], [1.646, 4.392, -2.961], [0.579, 3.443, -1.906], [-0.115, 4.441, -3.201], [0.303, 3.900, -5.410], [0.361, 2.195, -5.828], [1.870, 3.107, -5.606], [1.671, 0.568, -5.207], [0.208, -0.164, -4.529], [1.775, -0.467, -3.772], [-2.509, -1.138, -1.596], [7.714, -3.639, -1.294], [7.122, -2.933, -2.353], [5.699, -3.197, -2.449], [4.763, -2.246, -2.208], [5.020, -1.100, -1.897], [3.329, -2.680, -2.345], [2.883, -3.661, -3.217], [1.524, -3.926, -3.294], [0.659, -3.195, -2.502], [1.081, -2.243, -1.663], [2.388, -1.993, -1.588], [7.491, -3.203, -0.464], [7.617, -3.277, -3.260], [7.236, -1.854, -2.257], [5.417, -4.160, -2.538], [3.576, -4.198, -3.852], [1.137, -4.680, -3.964], [-0.409, -3.372, -2.529], [2.706, -1.210, -0.910], [1.143, -0.783, 1.150], [0.786, -1.465, 2.176], [1.425, -1.280, 3.388], [1.129, -2.078, 4.427], [0.091, -3.154, 4.251], [-1.299, -2.533, 4.095], [-0.221, -2.531, 2.037], [2.141, -0.472, 3.401], [1.612, -1.917, 5.380], [0.129, -3.898, 5.044], [-2.034, -2.504, 4.887], [-0.368, -2.681, 0.968], [-1.277, 1.497, 4.010], [-0.787, 2.793, 3.421], [-0.477, 3.847, 4.281], [-0.024, 5.063, 3.801], [0.137, 5.255, 2.435], [-0.163, 4.222, 1.565], [-0.631, 2.999, 2.051], [-1.113, 1.535, 0.577], [-1.511, -2.245, 2.813], [0.224, -3.757, 2.817], [-0.752, -4.875, 2.518], [-1.988, -4.823, 1.990], [-2.909, -3.707, 1.667], [-2.790, -2.441, 2.096], [-3.832, -1.381, 1.946], [-2.598, 2.561, -0.554], [-2.414, 2.545, -1.939], [-3.341, 3.124, -2.794], [-4.468, 3.727, -2.259], [-4.654, 3.751, -0.884], [-3.732, 3.180, -0.011], [-3.985, 3.238, 1.472], [-2.163, 1.662, 4.626], [-0.514, 1.045, 4.647], [-1.536, 0.765, 3.244], [-0.602, 3.706, 5.348], [0.205, 5.863, 4.493], [0.494, 6.202, 2.053], [-0.044, 4.375, 0.498], [1.245, -4.076, 2.592], [-0.366, -5.869, 2.720], [-2.437, -5.794, 1.809], [-3.801, -3.987, 1.117], [-4.640, -1.703, 1.290], [-3.401, -0.456, 1.553], [-4.261, -1.138, 2.922], [-1.523, 2.081, -2.352], [-3.183, 3.104, -3.864], [-5.204, 4.181, -2.909], [-5.539, 4.222, -0.475], [-4.977, 3.635, 1.679], [-3.254, 3.872, 1.974], [-3.918, 2.245, 1.926]],
  "mulliken_charge": [0.642, -0.895, 0.299, -1.184, 0.723, -0.901, -0.508, 0.436, 0.083, 0.373, 0.356, 0.418, 0.320, 0.510, 0.280, -0.259, -0.037, -0.531, -0.442, -0.124, 0.341, -0.661, -0.039, -0.402, -0.939, -0.603, 0.607, -0.363, 0.323, 0.313, 0.331, 0.231, 0.524, 0.477, 0.379, 0.529, -0.620, 1.163, -0.489, -1.179, 0.120, -0.971, -0.981, 0.542, 0.446, 0.694, 0.457, 0.469, -1.345, 1.190, -0.597, -0.612, -0.795, -0.508, -0.109, 1.040, 1.554, 0.121, -1.093, -0.415, -0.690, -0.542, -0.952, 0.445, -0.613, -1.031, -0.639, -0.735, 0.542, -1.036, 0.468, 0.441, -0.210, 0.450, 0.392, 0.447, 0.327, 0.555, 0.411, 0.397, 0.472, 0.438, -0.003, 0.320, 0.628, 0.508, 0.392, 0.380, 0.422, 0.233, 0.094]
}